Record 1
Formula: C5H9NO4
Source: OMol25
Level of theory: wB97M-V/def2-TZVPD

Structure (XYZ):
```
19
Properties=species:S:1:pos:R:3:lowdin_charge:R:1
O 0.988 6.653 3.677 -0.030
O -0.968 3.345 3.941 0.080
O 0.497 7.963 5.503 0.085
O -3.504 2.371 2.382 0.016
N -1.273 5.384 2.967 0.111
C -3.778 3.121 4.699 -0.036
C -3.155 4.298 3.990 -0.156
C -4.049 3.295 3.256 -0.326
C -1.695 4.292 3.696 -0.505
C 0.134 7.489 4.454 -0.325
H -3.589 5.289 4.132 0.138
H -0.401 5.266 2.324 0.164
H -3.320 2.795 1.536 0.106
H -1.960 6.041 2.615 0.106
H -4.575 3.319 5.415 0.113
H -3.087 2.318 4.961 0.126
H -0.700 7.930 3.874 0.126
H 0.630 5.741 3.609 0.060
H -5.023 3.694 2.958 0.147
```

Properties
Charge ... 0
HOMO energy ... -10.247 eV
SMILES ... NC(=O)[C@@H]1C[C@@H]1O.O=CO
Lowest unoccupied orbital energy ... 0.284 eV
Calculated total energy ... -551.5890 hartree

Record 2
Formula: C5H9NO4
Source: OMol25
Level of theory: wB97M-V/def2-TZVPD

Structure (XYZ):
```
19
Properties=species:S:1:pos:R:3:lowdin_charge:R:1
O -0.954 1.958 0.132 0.015
O -0.561 -1.580 0.974 -0.021
O 1.494 1.575 1.239 0.166
O 3.938 0.233 -2.384 -0.103
N 2.702 -1.267 -0.047 0.195
C -0.404 0.681 0.068 -0.304
C 1.951 -0.385 0.065 -0.085
C -2.642 -0.491 0.331 -0.033
C -1.239 -0.341 0.886 -0.389
C 1.051 0.708 0.535 -0.309
H -0.652 -2.086 0.161 0.104
H -3.209 -1.196 0.952 0.092
H 3.870 -0.622 -1.867 0.022
H -0.908 2.295 1.035 0.112
H -0.411 0.373 -0.990 0.170
H -1.292 0.035 1.920 0.162
H 3.041 0.502 -2.643 0.025
H -2.613 -0.867 -0.702 0.092
H -3.163 0.474 0.334 0.088
```

Properties
Charge ... 0
HOMO energy ... -10.749 eV
SMILES ... C[C@@H](O)[C@@H](O)C(=O)C#N.O
Lowest unoccupied orbital energy ... -0.667 eV
Calculated total energy ... -551.5949 hartree

Record 3
Formula: C5H9NO4
Source: OMol25
Level of theory: wB97M-V/def2-TZVPD

Structure (XYZ):
```
19
Properties=species:S:1:pos:R:3:lowdin_charge:R:1
O -3.595 0.286 0.531 0.025
O 1.662 0.382 -0.892 0.043
O 1.504 1.936 0.717 0.124
O 3.020 -1.096 1.606 -0.089
N -1.399 0.262 -0.092 -0.103
C -2.410 0.194 0.806 -0.312
C -1.665 0.537 -1.493 -0.010
C 0.984 1.119 -0.012 -0.459
C 0.880 -0.906 -0.481 0.004
C -0.053 0.024 0.320 -0.180
H 0.459 -1.293 -1.417 0.114
H -2.670 0.958 -1.588 0.096
H 2.943 -0.069 1.687 0.096
H 1.242 -1.788 0.056 0.116
H -0.942 1.271 -1.874 0.101
H -0.031 -0.212 1.392 0.158
H -1.603 -0.381 -2.093 0.097
H 3.729 -1.273 0.982 0.039
H -2.055 0.048 1.846 0.141
```

Properties
Charge ... 0
HOMO energy ... -9.793 eV
SMILES ... CN(C=O)[C@H]1COC1=O.O
Lowest unoccupied orbital energy ... 0.382 eV
Calculated total energy ... -551.5862 hartree

Record 4
Formula: C5H9NOS
Source: OMol25
Level of theory: wB97M-V/def2-TZVPD

Structure (XYZ):
```
17
Properties=species:S:1:pos:R:3:lowdin_charge:R:1
S 2.007 -0.382 -0.458 0.683
O -1.003 1.748 0.020 -0.075
N -1.134 -1.584 0.116 -0.068
C -0.307 -0.907 1.107 -0.226
C 0.366 0.158 0.221 -0.735
C 0.339 1.607 0.664 -0.144
C -0.709 0.551 -0.769 -0.299
C -1.792 -0.530 -0.681 -0.139
H -2.040 -0.925 -1.727 0.132
H -0.967 -0.426 1.945 0.150
H -0.441 0.808 -1.786 0.145
H 2.404 -1.430 0.807 0.037
H -1.704 -2.250 0.590 0.098
H 0.433 -1.662 1.547 0.102
H 0.306 1.873 1.729 0.124
H -2.725 -0.132 -0.221 0.126
H 1.198 2.085 0.216 0.091
```

Properties
Charge ... 0
HOMO energy ... -8.994 eV
SMILES ... S[C@]12CNC[C@H]1OC2
Lowest unoccupied orbital energy ... 0.275 eV
Calculated total energy ... -723.9975 hartree

Record 5
Formula: C5H9NOS
Source: OMol25
Level of theory: wB97M-V/def2-TZVPD

Structure (XYZ):
```
17
Properties=species:S:1:pos:R:3:lowdin_charge:R:1
S 0.517 -1.324 -0.194 0.848
O 0.667 1.383 0.629 -0.300
N -0.305 -1.739 1.446 -0.162
C 1.256 1.340 -1.957 -0.048
C -1.444 0.293 0.578 -0.233
C 0.184 1.353 -0.766 -0.451
C -1.146 -0.793 1.561 -0.324
C -0.596 0.058 -0.618 -0.616
H -2.519 0.170 0.141 0.150
H -0.563 2.250 -0.713 0.161
H 1.524 2.473 -1.964 0.107
H 1.985 0.541 -2.008 0.062
H 1.977 1.631 0.884 0.319
H -1.799 -0.949 2.521 0.139
H -1.195 1.426 0.868 0.151
H -1.163 -0.073 -1.667 0.155
H 0.763 1.313 -2.894 0.044
```

Properties
Charge ... 0
HOMO energy ... -8.335 eV
Lowest unoccupied orbital energy ... 0.149 eV
Calculated total energy ... -723.9153 hartree

Record 6
Formula: C5H9NOS
Source: OMol25
Level of theory: wB97M-V/def2-TZVPD

Structure (XYZ):
```
17
Properties=species:S:1:pos:R:3:lowdin_charge:R:1
S -0.003 0.719 -2.721 0.692
O 0.833 -0.911 -0.896 -0.025
N 0.700 -1.590 1.779 0.005
C -0.388 1.197 0.931 -0.100
C -0.207 -0.708 2.547 -0.245
C -0.037 0.020 -1.251 -0.918
C -1.034 0.397 -0.177 -0.200
C -0.023 0.736 2.119 -0.101
H 0.670 -1.212 0.051 0.060
H -1.226 -1.057 2.353 0.109
H -0.009 -0.829 3.632 0.111
H 1.654 -1.405 2.024 0.092
H -1.807 1.004 -0.645 0.101
H 0.445 1.402 2.857 0.105
H 0.519 -2.534 2.034 0.080
H -1.464 -0.535 0.238 0.120
H -0.162 2.238 0.685 0.116
```

Properties
Charge ... 0
HOMO energy ... -8.225 eV
SMILES ... NC/C=C\CC(O)=S
Lowest unoccupied orbital energy ... 0.542 eV
Calculated total energy ... -724.0776 hartree

Record 7
Formula: C5H9NOS
Source: OMol25
Level of theory: wB97M-V/def2-TZVPD

Structure (XYZ):
```
17
Properties=species:S:1:pos:R:3:lowdin_charge:R:1
S 0.625 0.615 -1.905 0.859
O 2.207 -0.280 1.554 -0.007
N 0.102 1.299 0.955 0.073
C 0.896 -0.634 -0.629 -0.435
C -0.023 -0.083 0.534 -0.481
C -1.191 0.445 -1.519 -0.419
C -1.378 -0.212 -0.103 -0.177
C 1.199 -0.913 0.862 -0.273
H 1.937 -0.379 2.498 0.135
H -0.020 1.906 0.148 0.046
H -2.157 0.367 0.399 0.106
H 0.571 -1.628 -0.950 0.093
H 1.084 1.446 1.261 0.089
H -1.573 1.469 -1.594 0.064
H -1.745 -1.246 -0.297 0.121
H -1.652 -0.196 -2.266 0.063
H 1.117 -1.977 1.051 0.144
```

Properties
Charge ... 0
HOMO energy ... -8.434 eV
SMILES ... N[C@@]12CCS[C@H]1[C@H]2O
Lowest unoccupied orbital energy ... 0.620 eV
Calculated total energy ... -723.9868 hartree

Record 8
Formula: C5H9NS
Source: OMol25
Level of theory: wB97M-V/def2-TZVPD

Structure (XYZ):
```
16
Properties=species:S:1:pos:R:3:lowdin_charge:R:1
S -0.440 0.911 1.625 0.910
N 2.097 0.224 0.933 0.007
C -0.567 0.924 -1.215 -0.116
C -1.105 -1.234 0.048 -0.122
C 1.341 0.716 2.006 -0.500
C -0.314 0.084 0.071 -0.804
C 1.379 -0.162 -0.018 -0.108
H 1.368 0.004 2.839 0.077
H 1.741 -0.464 -0.977 0.105
H 1.678 1.573 2.527 0.058
H -1.695 1.264 -1.177 0.118
H -0.433 -1.969 0.669 0.119
H -2.066 -1.021 0.451 0.043
H -1.344 -1.530 -1.036 0.096
H 0.008 1.763 -1.159 0.026
H -0.454 0.359 -2.182 0.092
```

Properties
Charge ... 0
HOMO energy ... -8.610 eV
SMILES ... CC1(C)C=NCS1
Lowest unoccupied orbital energy ... 0.830 eV
Calculated total energy ... -648.8004 hartree

Record 9
Formula: C5H9NS
Source: OMol25
Level of theory: wB97M-V/def2-TZVPD

Structure (XYZ):
```
16
Properties=species:S:1:pos:R:3:lowdin_charge:R:1
S -1.523 -1.435 -0.625 0.895
N 1.682 -0.129 -0.439 -0.043
C -0.685 0.128 -0.265 -0.748
C -1.436 1.249 0.331 -0.101
C -0.259 -1.031 0.600 -0.508
C 0.541 0.518 -1.082 -0.204
C 1.170 -1.329 0.254 -0.237
H 1.210 -2.178 -0.400 0.097
H -2.109 0.889 1.139 0.087
H 1.723 -1.586 1.144 0.111
H -0.520 -1.139 1.656 0.115
H 1.943 0.443 0.387 0.115
H 0.737 1.596 -1.001 0.119
H -0.760 1.970 0.842 0.093
H -2.065 1.793 -0.413 0.094
H 0.351 0.241 -2.128 0.116
```

Properties
Charge ... 0
HOMO energy ... -8.641 eV
SMILES ... C[C@@]12CNC[C@@H]1S2
Lowest unoccupied orbital energy ... 0.846 eV
Calculated total energy ... -648.8228 hartree

Record 10
Formula: C5H9NS
Source: OMol25
Level of theory: wB97M-V/def2-TZVPD

Structure (XYZ):
```
16
Properties=species:S:1:pos:R:3:lowdin_charge:R:1
S -0.085 -0.682 -0.303 0.899
N -0.981 0.790 -0.442 -0.269
C -2.224 0.684 -0.110 -0.335
C -3.023 -0.565 0.206 -0.121
C 1.540 -0.074 -0.623 -0.643
C 2.238 0.814 0.348 -0.156
C 2.719 -0.624 0.130 -0.147
H -2.814 -0.930 1.208 0.071
H 2.747 1.650 -0.050 0.085
H 1.696 0.177 -1.675 0.099
H -2.726 1.656 -0.137 0.098
H 2.407 -1.346 0.917 0.101
H 3.630 -0.857 -0.375 0.085
H -2.774 -1.395 -0.517 0.077
H 1.717 0.999 1.283 0.098
H -4.066 -0.296 0.143 0.059
```

Properties
Charge ... 0
HOMO energy ... -8.405 eV
SMILES ... C/C=N\SC1CC1
Lowest unoccupied orbital energy ... 1.019 eV
Calculated total energy ... -648.7936 hartree

Record 11
Formula: C5H9NS
Source: OMol25
Level of theory: wB97M-V/def2-TZVPD

Structure (XYZ):
```
16
Properties=species:S:1:pos:R:3:lowdin_charge:R:1
S -0.767 2.158 -1.250 0.711
N -0.566 0.411 -1.085 -0.298
C 0.241 -2.273 -0.704 -0.096
C 0.078 0.223 -0.040 -0.323
C 0.410 -1.170 0.306 -0.359
C 0.736 -1.480 1.499 -0.112
C 0.824 -0.335 2.570 -0.102
H 0.180 1.133 0.557 0.047
H 0.792 -2.553 2.035 0.166
H 0.407 -2.110 -1.881 0.110
H 0.090 -0.632 3.347 0.072
H 0.627 0.810 2.375 0.095
H 1.806 -0.292 2.990 0.045
H 0.845 -3.144 -0.351 0.065
H -1.336 2.295 -2.489 -0.147
H -0.913 -2.685 -0.779 0.124
```

Properties
Charge ... 0
HOMO energy ... -8.673 eV
Lowest unoccupied orbital energy ... 0.800 eV
Calculated total energy ... -648.7428 hartree

Record 12
Formula: C5H9NS
Source: OMol25
Level of theory: wB97M-V/def2-TZVPD

Structure (XYZ):
```
16
Properties=species:S:1:pos:R:3:lowdin_charge:R:1
S -2.307 0.141 -0.293 0.851
N 1.152 -0.227 0.560 -0.056
C -1.317 -1.306 0.163 -0.482
C -1.017 1.410 0.091 -0.396
C -0.114 0.442 0.778 -0.388
C 2.201 0.137 -0.491 -0.089
C -0.050 -0.745 -0.140 -0.405
H -1.718 -2.203 -0.335 0.087
H 2.488 -0.879 -1.024 0.110
H 1.846 0.914 -1.193 0.061
H -0.632 2.097 -0.800 0.126
H -1.633 -1.686 1.102 0.070
H -0.061 -0.523 -1.297 0.160
H -0.531 -0.057 1.608 0.117
H 3.148 0.484 0.244 0.128
H -1.456 2.003 1.028 0.105
```

Properties
Charge ... 0
HOMO energy ... -8.111 eV
Lowest unoccupied orbital energy ... 0.935 eV
Calculated total energy ... -648.6501 hartree

Results for relative energy (zero: lowest compared OMol25 entry of this formula, charge and spin): 63.3; 59.5; 65.0; 76.7; 128.3; 26.5; 83.5; 33.1; 19.1; 37.4; 69.3; 127.4 (in kcal per mole, following the order of the records).
Results for frontier orbital gap: 10.53; 10.08; 10.17; 9.27; 8.48; 8.77; 9.05; 9.44; 9.49; 9.42; 9.47; 9.05 (in eV, following the order of the records).